C6H12O | wB97M-V/def2-TZVPD

```
19
Properties=species:S:1:pos:R:3:mulliken_charge:R:1
C 0.739 -2.527 -0.337 -0.8516
C 0.946 -1.215 -0.133 -0.3392
C 0.045 -0.212 0.448 0.5707
C 0.723 0.932 1.170 -1.1703
C -1.231 -0.130 0.053 -0.0117
C -2.246 0.887 0.450 -1.2466
H -0.274 -2.906 -0.251 0.2520
H 1.506 -3.207 0.015 0.2787
H 2.005 -0.968 -0.126 0.3111
H 1.522 0.538 1.789 0.3781
H 0.023 1.467 1.802 0.3798
H 1.131 1.655 0.462 0.1954
H -1.581 -0.947 -0.572 0.3021
H -1.986 1.415 1.362 0.3346
H -3.187 0.382 0.685 0.3391
H -2.455 1.550 -0.389 0.2750
O 1.268 1.057 -2.507 -0.6686
H 2.051 1.567 -2.256 0.3252
H 1.000 0.665 -1.666 0.3462
```

Summary:
- Charge: 0
- ΔE to the lowest compared entry with this formula, charge and spin: 204.0 kJ/mol
- Multiplicity: 1
- Lowest unoccupied orbital energy: 0.7810 eV
- Gap between HOMO and LUMO: 9.3 eV
- Total energy: -310.98157 a.u.
- Structure (SMILES): C=C/C(C)=C/C.O

***

CH10N2O4 | wB97M-V/def2-TZVPD

```
17
Properties=species:S:1:pos:R:3:mulliken_spin:R:1
N -0.336 1.479 -0.611 0.1279
C 0.241 1.006 -1.782 0.3306
N 0.551 -0.319 -1.740 0.3737
O 0.312 1.705 -2.787 -0.1516
H -0.868 0.855 -0.029 -0.0868
H -0.885 2.288 -0.843 0.0129
H 0.946 -0.843 -2.485 -0.0472
H 0.237 -0.834 -0.924 -0.2301
H -0.663 -2.630 0.407 0.0531
H 0.114 -1.798 1.458 0.0627
O -0.650 -1.755 0.857 -0.0834
H -3.512 -0.417 1.548 -0.1122
H -1.982 -0.565 1.384 0.0403
O -2.695 0.093 1.402 0.6143
H 2.546 1.077 1.038 -0.0083
H 3.793 0.359 1.600 -0.1070
O 2.850 0.299 1.507 0.2110
```

Summary:
- ⟨S²⟩: 0.750
- Charge: -1
- ΔE to the lowest compared entry with this formula, charge and spin: 0.0 kJ/mol
- Multiplicity: 2
- Lowest unoccupied orbital energy (spin up / spin down): 3.4937 / 3.3412 eV
- Gap between HOMO and LUMO (spin up / spin down): 3.0 / 9.9 eV
- Total energy: -454.59116 a.u.

***

C28H38N4OsP2 | wB97M-V/def2-TZVPD

```
73
Properties=species:S:1:pos:R:3:mulliken_spin:R:1
Os 0.911 -1.435 -0.734 1.5325
C 2.610 -1.897 0.152 0.1115
C 2.411 -0.440 0.222 0.0700
C 3.173 0.491 -0.674 0.0696
C 2.916 0.146 -2.165 0.0201
C 1.665 -0.679 -2.389 0.1531
C 1.577 -2.134 -2.432 -0.0696
C 2.817 -2.941 -2.148 0.0519
C 3.537 -2.477 -0.872 -0.0035
C -0.989 -2.251 -0.640 0.1514
H 2.679 -2.313 1.157 0.0186
H 2.270 -0.069 1.244 -0.0800
H 4.252 0.413 -0.447 0.0159
H 2.889 1.538 -0.454 0.0017
H 2.820 1.116 -2.679 -0.0042
H 3.806 -0.341 -2.584 -0.0008
H 1.043 -0.186 -3.131 -0.0131
H 0.887 -2.522 -3.200 0.0090
H 3.499 -2.938 -3.011 0.0008
H 2.515 -3.987 -2.016 0.0034
H 4.029 -3.335 -0.409 0.0033
H 4.335 -1.776 -1.120 -0.0011
H -0.878 -2.892 0.238 -0.0177
H -1.154 -2.882 -1.523 0.0450
H -1.849 -1.573 -0.485 -0.0007
P -1.276 0.640 -1.191 0.3294
P -0.306 0.620 2.059 0.4475
N -1.371 0.429 -2.960 0.0872
N -2.652 1.618 -0.904 0.1767
N 0.657 -1.034 2.832 0.1941
N -0.508 1.561 3.460 0.0023
C -0.027 1.874 -0.701 0.1341
C 0.209 1.977 0.852 0.0767
C -1.396 -0.817 -3.623 0.0163
C -1.644 -0.600 -4.975 0.0086
C -1.842 0.812 -5.140 0.0698
C -1.663 1.412 -3.904 -0.0070
C -3.901 1.187 -1.399 0.0418
C -4.719 2.286 -1.551 0.0056
C -3.989 3.439 -1.088 0.1748
C -2.761 2.994 -0.643 0.0038
C 0.422 -2.362 2.491 0.0247
C 1.406 -3.211 3.026 -0.0044
C 2.322 -2.365 3.692 0.0487
C 1.845 -1.046 3.548 -0.0084
C 0.365 1.719 4.540 0.0093
C -0.376 2.116 5.638 0.0003
C -1.745 2.230 5.220 0.0002
C -1.793 1.937 3.877 0.0072
H -0.367 2.848 -1.105 0.0213
H 0.941 1.663 -1.200 -0.0082
H 1.300 2.069 1.033 0.0138
H -0.233 2.933 1.200 0.0406
H -1.197 -1.736 -3.079 -0.0251
H -1.650 -1.365 -5.747 -0.0007
H -2.107 1.303 -6.068 0.0013
H -1.768 2.439 -3.594 -0.0035
H -4.064 0.137 -1.579 -0.0005
H -5.718 2.288 -1.971 -0.0007
H -4.307 4.473 -1.137 0.0019
H -1.953 3.535 -0.183 0.0102
H -0.419 -2.673 1.899 0.0038
H 1.422 -4.303 2.931 -0.0009
H 3.252 -2.673 4.159 0.0015
H 2.334 -0.140 3.885 0.0002
H 1.419 1.559 4.414 0.0010
H 0.001 2.288 6.630 0.0002
H -2.600 2.472 5.832 0.0000
H -2.612 1.918 3.176 0.0004
C -1.912 -0.150 1.891 0.0584
H -2.373 -0.330 2.868 0.0027
H -1.842 -1.113 1.372 -0.0075
H -2.576 0.506 1.317 -0.0166
```

Summary:
- ⟨S²⟩: 6.025
- Charge: +2
- ΔE to the lowest compared entry with this formula, charge and spin: 193.9 kJ/mol
- Multiplicity: 5
- Lowest unoccupied orbital energy (spin up / spin down): -6.8686 / -10.3142 eV
- Gap between HOMO and LUMO (spin up / spin down): 5.4 / 3.0 eV
- Total energy: -2081.21150 a.u.

***

C36H68MnN7O6P3S2 | wB97M-V/def2-TZVPD

```
123
Properties=species:S:1:pos:R:3:mulliken_spin:R:1
Mn -0.747 -0.268 -0.538 0.6803
C -2.220 -3.251 3.534 -0.0013
S -3.465 -2.845 2.301 -0.0016
C -2.575 -1.898 1.152 0.0013
S -0.898 -1.521 1.405 -0.0220
N -3.308 -1.514 0.140 -0.0042
N -2.617 -0.773 -0.764 -0.0191
C -3.167 -0.447 -1.873 0.0058
C -2.327 0.295 -2.812 0.0057
C -2.763 0.731 -4.052 0.0037
C -1.872 1.422 -4.863 -0.0011
C -0.584 1.655 -4.414 0.0008
C -0.218 1.185 -3.162 -0.0022
N -1.066 0.520 -2.388 -0.0208
H -2.597 -4.139 4.038 -0.0002
H -2.100 -2.448 4.257 -0.0002
H -1.266 -3.486 3.065 0.0003
H -4.184 -0.742 -2.105 -0.0019
H -3.778 0.534 -4.371 0.0002
H -2.186 1.776 -5.836 0.0000
H 0.132 2.194 -5.018 0.0001
H 0.772 1.340 -2.753 0.0024
C 3.120 -0.203 -4.110 0.0001
C 3.528 0.090 -2.683 0.0006
C 4.997 0.398 -2.523 0.0001
O 3.200 -1.118 -1.908 -0.0010
P 2.424 -1.066 -0.551 -0.0101
O 1.301 -0.077 -0.552 0.0176
C 1.853 -2.760 -0.352 0.0004
P 0.461 -3.148 -1.420 -0.0016
O -0.439 -1.969 -1.607 -0.0118
O -0.368 -4.318 -0.805 0.0012
C 0.171 -5.668 -0.555 0.0003
C -0.766 -6.648 -1.222 0.0000
C 0.259 -5.849 0.942 -0.0001
O 1.155 -3.630 -2.732 0.0003
C 0.357 -3.997 -3.925 0.0003
C 1.046 -5.184 -4.553 0.0000
C 0.281 -2.788 -4.829 -0.0004
O 3.381 -0.704 0.624 -0.0009
C 4.487 -1.447 1.255 0.0004
C 5.403 -2.096 0.242 -0.0001
C 3.927 -2.420 2.272 0.0000
H 3.321 0.665 -4.740 0.0000
H 2.057 -0.444 -4.168 -0.0002
H 3.691 -1.047 -4.498 0.0000
H 2.927 0.904 -2.273 -0.0007
H 5.602 -0.453 -2.834 0.0000
H 5.241 0.656 -1.491 0.0001
H 5.257 1.249 -3.152 0.0000
H 1.493 -2.854 0.676 0.0000
H 2.668 -3.465 -0.519 -0.0004
H 1.162 -5.722 -1.014 0.0000
H -1.770 -6.548 -0.808 0.0000
H -0.420 -7.667 -1.048 0.0000
H -0.812 -6.482 -2.297 0.0000
H -0.730 -5.736 1.388 0.0000
H 0.934 -5.122 1.398 0.0000
H 0.630 -6.847 1.173 0.0000
H -0.640 -4.275 -3.573 -0.0002
H 2.059 -4.918 -4.854 0.0000
H 0.495 -5.501 -5.438 0.0000
H 1.095 -6.024 -3.862 0.0000
H 1.280 -2.504 -5.164 0.0000
H -0.179 -1.946 -4.314 -0.0003
H -0.318 -3.030 -5.707 0.0000
H 5.019 -0.650 1.772 -0.0001
H 4.891 -2.861 -0.342 0.0001
H 6.218 -2.582 0.779 0.0000
H 5.834 -1.367 -0.442 0.0000
H 3.537 -3.324 1.800 -0.0002
H 3.142 -1.954 2.867 0.0000
H 4.727 -2.726 2.947 0.0000
N -1.048 1.192 0.340 0.3261
P -1.125 2.318 1.507 0.0114
N -0.542 3.675 0.809 -0.0025
C 0.173 4.743 1.522 -0.0013
C -0.551 6.078 1.399 0.0034
C -0.816 6.425 -0.064 -0.0001
C -1.566 5.292 -0.756 0.0016
C -0.819 3.976 -0.600 0.0282
N -0.156 1.999 2.778 0.0255
C -0.646 1.324 3.998 -0.0030
C 0.321 1.595 5.137 0.0035
C 1.716 1.016 4.839 -0.0002
C 1.894 0.755 3.341 -0.0003
C 1.298 1.882 2.513 -0.0122
N -2.652 2.402 2.066 -0.0008
C -3.002 3.451 3.038 0.0019
C -4.019 4.423 2.459 0.0011
C -5.244 3.678 1.939 0.0004
C -4.830 2.605 0.936 -0.0015
C -3.804 1.662 1.545 0.0115
H 1.179 4.826 1.093 0.0000
H 0.280 4.455 2.567 -0.0020
H 0.057 6.850 1.873 -0.0003
H -1.496 6.030 1.949 -0.0002
H 0.137 6.594 -0.575 -0.0001
H -1.380 7.355 -0.137 0.0000
H -1.697 5.507 -1.819 -0.0003
H -2.566 5.187 -0.323 0.0004
H 0.142 4.026 -1.130 0.0015
H -1.388 3.153 -1.034 -0.0163
H -0.743 0.245 3.820 -0.0012
H -1.634 1.706 4.238 -0.0006
H -0.088 1.172 6.054 0.0000
H 0.379 2.675 5.290 0.0000
H 1.875 0.091 5.395 -0.0001
H 2.481 1.716 5.178 -0.0001
H 1.412 -0.183 3.046 -0.0005
H 2.951 0.658 3.090 -0.0002
H 1.453 1.686 1.449 0.0091
H 1.795 2.826 2.760 0.0015
H -2.094 3.972 3.349 -0.0003
H -3.419 2.969 3.929 0.0004
H -3.553 4.982 1.642 0.0002
H -4.299 5.146 3.227 0.0001
H -5.949 4.376 1.488 -0.0001
H -5.764 3.203 2.778 0.0000
H -4.398 3.075 0.044 0.0000
H -5.697 2.025 0.613 0.0000
H -3.452 0.942 0.818 -0.0031
H -4.253 1.102 2.374 -0.0005
```

Summary:
- ⟨S²⟩: 0.803
- Charge: +2
- ΔE to the lowest compared entry with this formula, charge and spin: 11.9 kJ/mol
- Multiplicity: 2
- Lowest unoccupied orbital energy (spin up / spin down): -6.2118 / -6.1161 eV
- Gap between HOMO and LUMO (spin up / spin down): 6.7 / 6.8 eV
- Total energy: -5218.55404 a.u.

***

C18H24F6N8O6PrS3 | wB97M-V/def2-TZVPD

```
66
Properties=species:S:1:pos:R:3:mulliken_spin:R:1
Pr 0.382 -0.432 0.381 2.0037
C 0.957 2.581 -1.174 0.0016
C 1.708 2.912 0.116 -0.0008
N 1.804 1.743 1.012 -0.0042
C 1.404 1.967 2.411 -0.0003
C -0.094 2.253 2.534 0.0010
N -0.943 1.290 1.795 -0.0043
C -1.975 1.881 0.925 0.0017
C -1.341 2.620 -0.249 0.0011
N -0.278 1.831 -0.903 -0.0038
H 1.582 1.972 -1.832 -0.0007
H 0.756 3.521 -1.702 0.0001
H 1.202 3.721 0.643 -0.0003
H 2.703 3.292 -0.126 0.0000
H 2.757 1.395 1.018 0.0011
H 1.953 2.798 2.867 0.0000
H 1.658 1.066 2.975 -0.0003
H -0.307 3.256 2.162 -0.0002
H -0.363 2.262 3.592 -0.0001
H -1.389 0.655 2.449 -0.0003
H -2.615 2.578 1.477 0.0000
H -2.603 1.061 0.567 -0.0005
H -0.928 3.571 0.090 -0.0002
H -2.122 2.872 -0.970 0.0000
H -0.654 1.488 -1.792 0.0002
F 4.034 -2.626 -1.212 0.0000
C 2.777 -2.653 -0.816 -0.0006
F 2.182 -3.720 -1.288 0.0000
F 2.177 -1.533 -1.337 0.0012
S 2.852 -2.500 1.097 0.0004
O 2.510 -1.058 1.163 -0.0020
O 4.183 -2.894 1.376 0.0001
N 1.822 -3.363 1.885 0.0003
S 0.485 -2.939 2.614 0.0010
O 0.207 -1.487 2.436 0.0060
O -0.587 -3.844 2.436 0.0000
C 0.968 -3.040 4.391 -0.0003
F -0.041 -2.584 5.123 0.0000
F 1.214 -4.304 4.691 0.0000
F 2.044 -2.306 4.625 0.0000
N -4.095 -7.271 -1.959 0.0000
C -3.465 -6.102 -1.671 0.0000
C -4.076 -5.156 -0.841 0.0000
C -3.428 -3.974 -0.538 0.0003
C -2.165 -3.738 -1.038 -0.0015
C -1.548 -4.655 -1.859 0.0005
C -2.195 -5.834 -2.179 0.0001
S -1.362 -2.272 -0.593 0.0054
O -2.068 -1.611 0.513 0.0001
O 0.015 -2.653 -0.167 -0.0051
N -1.001 -1.135 -1.664 -0.0005
C -2.132 -0.615 -2.333 0.0006
N -1.936 0.544 -2.965 -0.0003
C -2.946 1.011 -3.680 0.0001
C -4.159 0.368 -3.781 -0.0001
C -4.263 -0.796 -3.047 0.0000
N -3.273 -1.289 -2.329 -0.0001
H -5.030 -7.443 -1.645 0.0000
H -3.695 -7.934 -2.595 0.0000
H -5.057 -5.358 -0.433 0.0000
H -3.891 -3.235 0.100 0.0001
H -0.554 -4.464 -2.243 0.0000
H -1.711 -6.563 -2.814 0.0000
H -2.768 1.949 -4.198 0.0000
H -4.971 0.756 -4.375 0.0000
H -5.188 -1.364 -3.034 0.0000
```

Summary:
- ⟨S²⟩: 2.002
- Charge: +1
- ΔE to the lowest compared entry with this formula, charge and spin: 0.0 kJ/mol
- Multiplicity: 3
- Lowest unoccupied orbital energy (spin up / spin down): -2.0169 / -1.9995 eV
- Gap between HOMO and LUMO (spin up / spin down): 8.6 / 8.7 eV
- Total energy: -3900.49186 a.u.

***

C6H12N2 | wB97M-V/def2-TZVPD

```
20
Properties=species:S:1:pos:R:3:mulliken_charge:R:1
C 0.963 -1.293 0.910 -1.3127
C 0.445 -0.199 -0.077 1.4892
N -0.896 0.159 0.237 -0.3112
C -1.261 0.669 1.390 -0.4290
C -1.886 -0.590 1.092 -0.6178
C 1.090 1.261 -0.445 -0.8286
N 0.777 0.850 -1.796 -0.4180
C 0.596 -0.582 -1.530 -0.8202
H 0.542 -1.444 1.982 0.2985
H 0.625 -2.408 0.442 0.2752
H 2.094 -1.303 0.866 0.3610
H -2.241 1.398 1.442 0.2194
H -0.545 0.634 2.217 0.3017
H -1.555 -1.487 1.564 0.2540
H -2.849 -0.535 0.567 0.2853
H 2.103 1.670 -0.033 0.2652
H 0.418 2.191 -0.246 0.2285
H 1.571 1.099 -2.370 0.2579
H -0.421 -1.044 -1.793 0.2461
H 1.400 -1.440 -1.764 0.2555
```

Summary:
- Charge: 0
- ΔE to the lowest compared entry with this formula, charge and spin: 515.4 kJ/mol
- Multiplicity: 1
- Lowest unoccupied orbital energy: 0.9450 eV
- Gap between HOMO and LUMO: 9.3 eV
- Total energy: -345.13155 a.u.
- Structure (SMILES): CC1(N2CC2)CNC1

***

C4H6ClN | wB97M-V/def2-TZVPD

```
12
Properties=species:S:1:pos:R:3:mulliken_charge:R:1
C 0.427 -2.250 1.670 -0.0064
C -0.025 -0.050 -0.329 1.0198
C -0.310 0.643 0.978 -1.2114
C -0.143 0.831 -1.556 -1.1738
N 0.306 -1.234 -0.476 -0.6111
Cl 1.357 -3.485 1.331 0.0399
H -0.690 1.648 0.821 0.3234
H 0.607 0.685 1.563 0.3004
H -1.028 0.054 1.544 0.3652
H 0.645 1.585 -1.527 0.2887
H -1.109 1.334 -1.560 0.3189
H -0.036 0.237 -2.460 0.3464
```

Summary:
- Charge: 0
- ΔE to the lowest compared entry with this formula, charge and spin: 550.1 kJ/mol
- Multiplicity: 1
- Lowest unoccupied orbital energy (spin up / spin down): -0.3237 / -0.7505 eV
- Gap between HOMO and LUMO (spin up / spin down): 8.2 / 7.0 eV
- Total energy: -670.73907 a.u.

***

CH3O3PS | wB97M-V/def2-TZVPD

```
9
Properties=species:S:1:pos:R:3:mulliken_charge:R:1
O 0.702 0.461 -1.273 -0.5077
C 0.330 0.302 -0.003 0.5623
O 1.084 0.975 0.874 -0.4637
O 0.275 -1.021 0.386 -0.5476
P -1.822 0.968 -0.236 0.2275
S -2.936 -0.494 0.296 -0.2269
H 1.369 -0.206 -1.513 0.3070
H 1.085 0.640 1.796 0.3270
H -0.085 -1.625 -0.326 0.3221
```

Summary:
- Charge: 0
- ΔE to the lowest compared entry with this formula, charge and spin: 193.5 kJ/mol
- Multiplicity: 1
- Lowest unoccupied orbital energy: -1.1464 eV
- Gap between HOMO and LUMO: 6.8 eV
- Total energy: -1005.12450 a.u.
- Structure (SMILES): OC(O)(O)P=S